H37O18 | ωB97M-V/def2-TZVPD

* lowest unoccupied orbital energy: -3.032 eV
* HOMO-LUMO gap: 9.72 eV
* total energy: -37443.94676 eV
* highest occupied orbital energy: -12.751 eV

```
! wB97M-V def2-TZVPD RIJCOSX def2/J DEFGRID3
* xyz 1 1
O 1.358 -3.482 -3.379
H 2.523 -0.205 0.096
H 1.555 -3.561 -4.237
O 2.743 5.372 1.483
H -2.033 -3.461 0.695
O 1.507 0.781 -4.587
H 1.617 0.512 -5.417
H 1.075 3.723 -2.253
O -0.392 -5.052 0.049
H 3.479 4.812 1.181
H 0.002 -5.340 -0.639
O -0.322 -3.004 -1.495
H -0.209 -2.172 -2.041
H -1.218 -2.687 -0.893
O -2.543 -2.989 0.081
H -2.851 -3.679 -0.741
H 0.735 5.077 -1.383
O -2.114 1.421 -3.297
H 1.231 1.891 2.684
H -0.327 0.543 -1.592
O -1.213 2.469 -0.417
H -2.265 2.730 -0.250
H -0.924 3.051 -1.055
O 0.768 -0.042 4.400
H 1.331 0.767 4.299
H -3.392 -3.418 3.230
O 0.512 4.132 -1.530
H -2.293 1.692 -2.379
H -0.557 -5.797 0.490
O -0.923 -1.421 1.308
H -1.525 -0.778 1.544
H -0.444 -0.962 0.520
O 1.398 -3.163 0.550
H 2.276 -2.716 0.440
H 1.357 -3.990 1.007
O 2.973 -0.903 -0.305
H 0.759 -0.344 3.437
H 3.262 -0.857 -1.188
O 0.343 4.389 1.346
H 0.447 5.177 2.005
H -0.350 4.093 1.954
O -1.412 2.781 4.154
H -1.622 2.458 4.998
H -1.615 2.277 3.280
O -3.600 -2.460 2.892
H 2.209 -3.571 -2.882
H 0.600 -3.108 -0.838
O -0.432 -0.485 -1.916
H 1.294 1.761 -4.678
H -0.439 -0.134 -2.914
O 0.372 2.203 2.321
H 1.908 4.814 1.232
H 0.293 2.530 1.461
H -2.100 0.436 -3.392
H -2.810 -2.111 2.561
*
```